{"formula": "C5H15N4S", "method": "ωB97M-V/def2-TZVPD", "symbols": ["S", "N", "N", "N", "N", "C", "C", "C", "C", "C", "H", "H", "H", "H", "H", "H", "H", "H", "H", "H", "H", "H", "H", "H", "H"], "coordinates": [[2.466, -0.880, 0.582], [-0.207, -1.161, 0.702], [1.591, 0.192, -0.375], [2.653, 0.210, 1.829], [-1.184, 0.753, -0.333], [-1.133, -2.015, 1.420], [-0.338, -0.094, 0.065], [1.637, -0.033, -1.870], [-2.554, 0.679, 0.106], [-0.707, 1.838, -1.246], [0.692, -0.207, -2.162], [-3.179, 0.634, -0.725], [2.071, 0.782, -2.479], [0.281, 2.203, -0.814], [-0.519, 1.484, -2.184], [3.448, 0.869, 1.445], [-2.750, -0.207, 0.672], [3.039, -0.068, 2.683], [-1.535, 2.521, -1.382], [-0.871, -3.096, 1.029], [-2.233, -1.738, 1.245], [-0.872, -1.899, 2.427], [-2.751, 1.650, 0.581], [2.195, -0.928, -2.079], [0.760, -1.488, 0.864]], "atomic_forces_ev_per_a": [[1.8443, 1.6913, -1.7319], [-0.5180, -2.6262, 1.6521], [3.6455, -1.0359, -1.4468], [2.0217, 3.0628, -2.3258], [0.0054, 0.0959, -0.4293], [-1.5843, -1.9248, -2.2676], [-0.8278, 1.4341, -1.0236], [3.5662, 0.2802, 2.3581], [-0.1017, 1.9390, 0.4511], [0.1748, 0.6063, 2.9955], [-3.5443, -0.4610, -1.1343], [-1.1926, -0.1094, -1.6391], [-0.1472, -0.1120, 0.7539], [-1.6729, 0.1655, -0.5352], [0.4929, -1.2818, -2.5019], [-2.1761, -1.1568, 1.0287], [0.0163, 0.1755, 0.6126], [0.2438, -1.4167, 1.6368], [0.2352, 0.6710, 0.4956], [-1.0376, 1.9578, 1.0716], [1.8983, -0.8866, 0.3293], [-0.0616, -0.2497, 1.7036], [-0.4040, -0.6300, 0.4942], [0.5212, -0.3988, -0.2662], [-1.3974, 0.2101, -0.2816]], "mulliken_charge": [0.02, -0.13, -0.20, -0.50, -0.05, -0.87, 0.90, -0.98, -0.93, -0.97, 0.39, 0.43, 0.31, 0.34, 0.36, 0.31, 0.19, 0.28, 0.39, 0.27, 0.33, 0.36, 0.33, 0.37, 0.04], "s_squared": 2.014, "lumo_energy_ha": [-0.097, -0.223], "spin_multiplicity": 3, "homo_lumo_gap_ev": [7.07, 7.19], "total_charge": 1, "molar_mass_da": 163.270}

=====

{"formula": "C9H9IO4", "method": "ωB97M-V/def2-TZVPD", "symbols": ["I", "O", "O", "O", "O", "C", "C", "C", "C", "C", "C", "C", "C", "C", "H", "H", "H", "H", "H", "H", "H", "H", "H"], "coordinates": [[-2.545, -0.862, -0.434], [0.209, 1.081, 0.757], [0.978, 0.847, 2.952], [2.451, 1.607, 1.442], [0.904, 1.380, -1.337], [1.444, 1.185, 1.858], [-1.016, -0.652, -3.255], [-0.878, 0.648, -2.627], [-0.081, -0.192, 3.172], [-1.142, -1.833, -3.473], [0.545, -1.534, 2.930], [0.526, 1.239, -2.687], [-1.184, 0.442, -1.104], [-0.025, 0.855, -0.491], [1.011, -1.598, 2.001], [-1.665, 1.357, -3.146], [1.281, 0.606, -3.274], [-0.144, -2.317, 3.139], [0.447, 2.362, -2.959], [-1.285, -2.826, -3.861], [-0.171, 0.050, 4.236], [1.271, -1.713, 3.590], [-0.931, -0.133, 2.571]], "atomic_forces_ev_per_a": [[-0.8102, -0.3630, 0.7661], [0.0734, -0.5800, 3.1515], [-1.1594, -0.5543, 1.3738], [0.0894, -0.0020, 0.5669], [1.0110, -0.5629, 1.2833], [-0.2050, 0.4555, -4.8667], [0.1980, -1.2342, -0.1740], [-2.7347, 0.2957, -0.8340], [2.2278, -0.2052, 1.5628], [0.0132, 0.3701, -0.7347], [-2.0498, 0.9752, -0.1241], [0.0008, 1.7554, -0.4311], [2.8978, 1.2155, -0.9097], [-0.5485, 0.7754, -1.3152], [0.2123, -0.2627, -2.0126], [1.4294, -1.1683, 1.0862], [-1.0981, 1.1665, 0.7949], [-0.9262, -0.5938, -0.4631], [0.4139, -2.0407, -0.6653], [0.0723, 0.3578, 0.3064], [-0.9358, -0.5830, -0.3045], [3.1300, -0.4228, 2.8319], [-1.3018, 1.2058, -0.8889]], "mulliken_charge": [0.09, -0.42, -0.29, -0.39, -0.36, 0.65, -1.00, 0.86, -0.02, -0.01, -1.31, -0.63, -0.61, 0.50, 0.35, 0.21, 0.32, 0.38, 0.25, 0.41, 0.30, 0.48, 0.22], "lumo_energy_ha": 0.018, "homo_lumo_gap_ev": 8.12, "total_charge": 0, "molar_mass_da": 308.071}

=====

{"formula": "C26H32N2OSeSi2Ta", "method": "ωB97M-V/def2-TZVPD", "symbols": ["Ta", "Se", "Si", "Si", "O", "N", "N", "C", "C", "C", "C", "C", "C", "C", "C", "C", "C", "C", "C", "C", "C", "C", "C", "C", "C", "C", "C", "C", "C", "C", "C", "C", "C", "H", "H", "H", "H", "H", "H", "H", "H", "H", "H", "H", "H", "H", "H", "H", "H", "H", "H", "H", "H", "H", "H", "H", "H", "H", "H", "H", "H", "H", "H", "H", "H"], "coordinates": [[0.615, -0.592, -0.123], [1.035, -3.607, 1.346], [-0.822, -0.511, 2.098], [1.885, 0.526, 1.917], [2.283, -0.588, -1.103], [0.391, -2.650, -0.087], [0.833, -5.113, 0.495], [-1.209, 0.894, 4.592], [2.677, 1.456, -3.187], [4.393, 2.481, -4.567], [3.438, -0.373, -1.675], [-2.039, -1.878, 2.353], [0.331, -4.907, -0.708], [-1.370, 0.411, 0.393], [-0.403, 0.587, 3.492], [0.080, -3.530, -1.068], [-0.711, -4.266, -3.185], [3.693, 0.582, -2.628], [2.166, 2.034, 0.798], [4.737, 3.494, -5.595], [0.039, -5.962, -1.627], [3.051, 2.366, -4.127], [-0.682, 1.655, 5.622], [-0.471, -5.631, -2.838], [3.447, -0.431, 2.237], [6.158, -0.197, -2.562], [0.638, 2.097, 5.566], [5.368, 1.632, -4.035], [-0.448, -3.227, -2.334], [5.064, 0.685, -3.088], [1.224, 1.387, -2.801], [0.937, 1.028, 3.433], [1.449, 1.787, 4.483], [2.476, 2.135, 4.475], [2.310, 3.023, -4.566], [-1.637, -0.174, -0.517], [1.266, 2.539, 0.433], [-2.352, 0.767, 0.721], [6.388, 1.725, -4.384], [-2.236, -2.468, 1.458], [5.957, -1.250, -2.766], [-1.676, -2.540, 3.143], [-1.126, -4.054, -4.163], [1.038, 2.682, 6.383], [-0.841, 1.340, 0.103], [5.796, 3.498, -5.836], [-2.233, 0.547, 4.652], [-0.662, -2.205, -2.625], [4.164, 3.304, -6.507], [2.856, 1.873, -0.031], [3.255, -1.303, 2.865], [-1.295, 1.903, 6.477], [4.127, 0.217, 2.799], [6.298, -0.074, -1.487], [0.821, 0.380, -2.958], [2.638, 2.772, 1.459], [0.230, -6.983, -1.329], [-0.709, -6.401, -3.560], [3.969, -0.758, 1.338], [-2.994, -1.469, 2.702], [7.099, 0.053, -3.044], [1.083, 1.694, -1.755], [4.443, 4.489, -5.251], [0.638, 2.074, -3.407], [4.237, -1.032, -1.346]], "atomic_forces_ev_per_a": [[-0.6645, 0.2381, 0.8232], [-0.0882, -0.0611, -0.0147], [0.3749, -0.4663, -0.1626], [0.1779, 0.3430, -0.3132], [0.3571, -0.0449, -0.0479], [-0.0212, -0.0959, -0.0082], [0.0300, 0.0730, 0.0077], [0.0383, -0.0213, -0.0842], [-0.0160, 0.0263, -0.0008], [-0.0105, 0.0050, -0.0134], [-0.0057, 0.0423, -0.0819], [-0.0886, 0.0795, 0.0529], [-0.0042, -0.0682, 0.0006], [-0.0394, 0.1859, -0.2053], [0.0915, 0.0320, -0.0794], [0.0382, 0.0018, -0.0099], [0.0056, -0.0103, 0.0089], [-0.0507, -0.0371, 0.0411], [0.1363, 0.0458, 0.2195], [0.0122, 0.0008, 0.0029], [-0.0081, -0.0126, -0.0246], [0.0079, -0.0102, 0.0098], [0.0337, 0.0371, 0.0272], [0.0044, 0.0117, 0.0149], [-0.0429, -0.0448, 0.0582], [0.0053, -0.0143, -0.0077], [-0.0395, -0.0030, 0.0250], [0.0051, -0.0241, 0.0159], [-0.0094, 0.0141, -0.0212], [0.0195, 0.0254, -0.0151], [-0.0014, -0.0236, 0.0217], [-0.2501, -0.1404, -0.0228], [0.0010, -0.0197, -0.0823], [0.0087, 0.0086, 0.0046], [0.0003, 0.0013, -0.0015], [-0.0010, -0.0300, -0.0453], [-0.0443, -0.0339, 0.0218], [0.0563, -0.0104, 0.0910], [0.0004, 0.0031, -0.0015], [0.0215, -0.0008, -0.0065], [0.0047, -0.0035, 0.0033], [-0.0093, -0.0287, -0.0003], [-0.0008, 0.0055, 0.0009], [-0.0023, -0.0004, 0.0008], [-0.0051, 0.0452, -0.0724], [0.0007, 0.0005, 0.0001], [-0.0002, -0.0044, 0.0019], [-0.0134, -0.0133, -0.0232], [-0.0046, -0.0012, 0.0033], [0.0047, -0.0214, -0.0182], [0.0079, -0.0017, 0.0057], [0.0021, 0.0029, 0.0003], [-0.0112, 0.0036, -0.0086], [-0.0008, 0.0020, -0.0032], [-0.0143, -0.0091, -0.0136], [0.0003, 0.0375, -0.0386], [-0.0013, -0.0008, 0.0000], [0.0000, -0.0011, -0.0013], [-0.0100, 0.0157, -0.0380], [0.0265, 0.0040, -0.0089], [0.0030, -0.0016, 0.0032], [0.0185, -0.0138, -0.0007], [-0.0050, 0.0007, -0.0006], [-0.0016, -0.0063, -0.0054], [-0.0287, -0.0122, 0.0164]], "mulliken_charge": [0.49, 0.41, 0.23, 0.30, -0.38, -0.33, -0.59, -0.98, 1.49, 0.50, -0.65, -1.17, 0.39, -1.57, 0.73, 1.54, -0.71, 0.91, -1.13, -1.52, -0.66, -1.01, -0.67, -0.66, -0.99, -1.84, -0.68, -0.87, -0.59, 0.61, -0.65, 0.54, -0.83, 0.44, 0.51, 0.60, 0.39, 0.64, 0.38, 0.39, 0.41, 0.42, 0.45, 0.44, 0.70, 0.39, 0.43, 0.40, 0.39, 0.35, 0.37, 0.45, 0.42, 0.42, 0.05, 0.52, 0.50, 0.44, 0.29, 0.45, 0.39, -0.13, 0.39, 0.51, 0.52], "lumo_energy_ha": [-0.384, -0.383], "homo_lumo_gap_ev": [6.41, 6.11], "total_charge": 3, "molar_mass_da": 704.635}

=====

{"formula": "C6H7FO", "method": "ωB97M-V/def2-TZVPD", "symbols": ["F", "O", "C", "C", "C", "C", "C", "C", "H", "H", "H", "H", "H", "H", "H"], "coordinates": [[-2.908, -0.113, 0.461], [2.020, 0.177, 1.163], [-1.187, 1.504, 0.337], [0.493, -1.017, -0.782], [-1.521, 0.220, 0.338], [-0.762, -1.148, 0.124], [2.317, 0.844, -0.059], [1.441, -0.120, -0.172], [-0.261, 1.923, 0.520], [2.933, 1.705, -0.223], [-0.291, -1.419, 1.173], [0.863, -2.024, -0.919], [-1.432, -1.866, -0.328], [0.406, -0.803, -1.915], [-2.111, 2.136, 0.283]], "atomic_forces_ev_per_a": [[1.8421, 0.7524, -0.4713], [-0.3477, -0.9025, 1.9552], [-3.7023, -0.8692, 0.0364], [-0.7460, -0.4122, -1.4567], [-0.7272, -2.1100, -0.4842], [1.2022, 2.2784, 1.6771], [-1.8570, -1.5835, -1.0836], [3.0068, 2.8676, -1.1691], [1.7814, 0.4847, -0.2078], [-0.0165, -0.0742, -0.2702], [-1.3937, -0.0498, -2.0101], [0.6156, -0.5112, 0.6982], [-0.2739, -0.2010, 0.5120], [-0.5501, 0.5779, 1.8859], [1.1663, -0.2473, 0.3884]], "mulliken_charge": [-0.31, -0.49, -0.77, -0.41, 0.39, -0.51, -0.29, 0.31, 0.34, 0.36, 0.27, 0.32, 0.31, 0.23, 0.25], "lumo_energy_ha": 0.032, "homo_lumo_gap_ev": 8.74, "total_charge": 0, "molar_mass_da": 114.119}